Record 1
{"formula": "C15H29AgAsN3O7PS", "method": "the ωB97M-V functional and the def2-TZVPD basis", "total_energy_ev": -119793.0570, "homo_ev": -5.204, "relative_energy_ev": 1.333, "molar_mass_g_mol": 609.24, "spin_multiplicity": 1, "orbital_gap_ev": 7.4, "total_charge": -1, "e_lumo_ev": 2.22, "species": ["Ag", "C", "C", "N", "C", "C", "N", "C", "C", "N", "H", "H", "H", "H", "H", "H", "H", "H", "H", "H", "H", "H", "H", "H", "H", "O", "As", "O", "O", "C", "C", "C", "C", "C", "C", "S", "O", "O", "O", "H", "H", "H", "H", "H", "C", "P", "C", "C", "O", "H", "H", "H", "H", "H", "H", "H", "H", "H"], "positions_angstrom": [[-0.9806, 0.2226, 0.3226], [-1.3516, -2.2201, 3.4861], [-1.4233, -2.6927, 2.0262], [-0.3569, -2.1639, 1.1922], [1.0164, -2.4473, 1.5453], [1.9103, -1.1714, 1.4796], [1.1643, 0.0450, 1.7358], [1.0592, 0.4850, 3.1245], [0.3520, -0.4904, 4.0558], [-1.0335, -0.8233, 3.7356], [-0.6335, -2.8301, 4.0383], [-2.3308, -2.4566, 3.9198], [-2.3575, -2.3283, 1.5968], [-1.4646, -3.7940, 2.0383], [-0.5386, -2.3282, 0.2133], [1.4603, -3.2026, 0.8863], [1.0386, -2.8623, 2.5528], [2.3079, -1.0946, 0.4698], [2.7516, -1.2867, 2.1784], [1.5415, 0.8065, 1.1879], [0.5054, 1.4275, 3.1150], [2.0544, 0.6708, 3.5619], [0.4000, -0.0198, 5.0451], [0.9380, -1.4115, 4.1421], [-1.4506, -0.1894, 3.0545], [-0.8990, 3.1334, 2.3034], [-2.2980, 2.5905, 1.2173], [-3.4197, 3.7651, 1.3842], [-2.5250, 1.0395, 1.8075], [-1.1319, 2.7875, -0.3790], [-0.0826, 3.7055, -0.3084], [0.7168, 3.9453, -1.4169], [0.4756, 3.2863, -2.6186], [-0.5651, 2.3779, -2.7121], [-1.3495, 2.1162, -1.5959], [-2.7989, 1.0519, -1.7916], [-3.2065, 1.2166, -3.1738], [-3.7109, 1.5854, -0.8002], [-2.3570, -0.3372, -1.5269], [-1.3672, 3.4013, 3.1058], [0.0832, 4.2319, 0.6195], [1.5226, 4.6682, -1.3496], [1.0816, 3.5073, -3.4898], [-0.8134, 1.8952, -3.6510], [2.3901, -0.0222, -3.4428], [1.1094, -1.1014, -2.7763], [-0.2472, -1.1130, -3.9617], [1.8205, -2.7630, -2.8787], [0.7685, -0.7426, -1.3665], [2.6887, -0.3080, -4.4543], [3.2467, -0.0844, -2.7695], [2.0161, 1.0034, -3.4358], [-0.0025, -0.5299, -4.8508], [-1.1358, -0.7001, -3.4770], [-0.4630, -2.1432, -4.2537], [2.2092, -2.9714, -3.8790], [1.0415, -3.4885, -2.6362], [2.6242, -2.8475, -2.1455]], "mulliken_charge": [0.807, -0.984, -0.814, 0.149, -1.060, -0.917, 0.169, -0.857, -0.747, -0.071, 0.466, 0.331, 0.409, 0.325, 0.254, 0.505, 0.430, 0.292, 0.389, 0.285, 0.170, 0.365, 0.404, 0.312, 0.260, -0.693, 1.199, -0.830, -0.720, 0.001, -0.666, -0.771, -0.549, -1.161, 0.586, 1.510, -0.792, -0.671, -0.662, 0.225, 0.552, 0.376, 0.520, 0.639, -1.147, 1.197, -1.181, -1.366, -0.492, 0.409, 0.323, 0.159, 0.393, 0.211, 0.436, 0.376, 0.383, 0.333]}

---

Record 2
{"formula": "C7H12", "method": "the ωB97M-V functional and the def2-TZVPD basis", "total_energy_ev": -7452.1645, "homo_ev": -9.327, "relative_energy_ev": 1.267, "molar_mass_g_mol": 96.17, "spin_multiplicity": 1, "orbital_gap_ev": 10.4, "e_lumo_ev": 1.09, "species": ["C", "C", "C", "C", "C", "C", "C", "H", "H", "H", "H", "H", "H", "H", "H", "H", "H", "H", "H"], "positions_angstrom": [[3.9994, -0.2144, 1.1836], [2.7407, -0.2348, 0.4410], [1.6954, -0.3023, -0.1537], [0.4018, -0.5007, -0.8118], [-0.7516, 0.2270, -0.0994], [-2.1039, -0.0466, -0.7544], [-3.2601, 0.6393, -0.0292], [3.8731, 0.3015, 2.1411], [4.7918, 0.2900, 0.6215], [4.3184, -1.2421, 1.3880], [0.2002, -1.5778, -0.8403], [0.4588, -0.1675, -1.8566], [-0.7822, -0.0859, 0.9527], [-0.5581, 1.3084, -0.0893], [-2.2745, -1.1317, -0.7767], [-2.0755, 0.2848, -1.8020], [-3.3236, 0.3028, 1.0125], [-3.1293, 1.7280, -0.0185], [-4.2208, 0.4220, -0.5086]], "mulliken_charge": [-1.316, 0.904, -0.275, -0.862, -0.551, -0.348, -1.255, 0.293, 0.302, 0.283, 0.276, 0.319, 0.327, 0.309, 0.306, 0.301, 0.314, 0.314, 0.359]}

---

Record 3
{"formula": "C22H27F2Si", "method": "the ωB97M-V functional and the def2-TZVPD basis", "total_energy_ev": -36556.2973, "homo_ev": -10.916, "relative_energy_ev": 0.382, "molar_mass_g_mol": 357.54, "spin_multiplicity": 1, "orbital_gap_ev": 4.7, "total_charge": 1, "e_lumo_ev": -6.17, "species": ["C", "C", "C", "C", "Si", "C", "C", "C", "H", "H", "H", "H", "H", "H", "H", "H", "H", "H", "H", "H", "H", "H", "H", "H", "F", "C", "C", "C", "C", "C", "C", "C", "C", "C", "C", "C", "F", "C", "C", "C", "C", "H", "H", "H", "H", "H", "H", "H", "H", "H", "H", "H"], "positions_angstrom": [[2.3250, -0.9419, -0.0454], [1.5811, -0.0435, 0.8764], [2.2584, 0.5686, 1.8803], [1.6386, 1.4508, 2.9071], [0.9461, 0.5085, 4.4181], [0.4111, 1.7705, 5.7092], [-0.5215, -0.5104, 3.8305], [2.2782, -0.5988, 5.1404], [1.7531, -1.2507, -0.9268], [3.2287, -0.4348, -0.4085], [2.6319, -1.8587, 0.4763], [0.4951, 0.0051, 0.8895], [3.3427, 0.4217, 1.9971], [2.3735, 2.1411, 3.3524], [0.7919, 2.0322, 2.5189], [-0.1203, 1.2854, 6.5406], [1.2813, 2.2972, 6.1264], [-0.2605, 2.5196, 5.2667], [-0.9973, -1.0207, 4.6813], [-1.2831, 0.1144, 3.3405], [-0.2044, -1.2789, 3.1106], [1.8724, -1.2457, 5.9319], [2.7142, -1.2437, 4.3661], [3.0895, -0.0022, 5.5807], [-2.3816, 0.4206, -6.8340], [-1.1684, -0.1067, -6.4421], [-0.1971, -0.3022, -7.4281], [1.0545, -0.7962, -7.0156], [1.3106, -1.0659, -5.6793], [0.3319, -0.8248, -4.6765], [0.6413, -0.9718, -3.2935], [-0.3250, -0.8623, -2.2707], [-0.3151, -0.0211, -1.1581], [-1.5252, 0.1725, -0.3877], [-2.5482, -0.8180, -0.3240], [-3.7202, -0.5319, 0.3638], [-4.7266, -1.4691, 0.3905], [-3.9558, 0.6807, 1.0134], [-2.9198, 1.6307, 1.0045], [-1.7471, 1.4004, 0.2942], [-0.9575, -0.3835, -5.0970], [-0.3997, -0.0615, -8.4688], [1.8392, -0.9661, -7.7574], [2.2686, -1.4686, -5.3520], [1.6784, -1.2181, -3.0539], [-1.2372, -1.4502, -2.4262], [0.4822, 0.7276, -1.0636], [-2.4525, -1.7644, -0.8517], [-4.8868, 0.8614, 1.5345], [-3.0359, 2.5695, 1.5569], [-0.9791, 2.1804, 0.2280], [-1.7535, -0.2464, -4.3662]], "mulliken_charge": [-1.524, 0.705, -0.690, -0.637, 0.160, -1.018, -0.806, -1.035, 0.083, 0.355, 0.360, 0.134, 0.359, 0.483, 0.265, 0.329, 0.303, 0.292, 0.418, 0.124, 0.269, 0.333, 0.332, 0.315, -0.282, 0.132, -0.465, -0.493, -0.616, 0.702, -0.341, -0.871, -0.160, 0.699, -0.798, 0.201, -0.311, -0.525, -0.544, -0.301, -0.421, 0.455, 0.388, 0.408, 0.434, 0.527, 0.944, 0.555, 0.461, 0.410, 0.360, 0.543]}

---

Record 4
{"formula": "C2H5O4PS", "method": "the ωB97M-V functional and the def2-TZVPD basis", "total_energy_ev": -30468.4412, "homo_ev": -10.686, "relative_energy_ev": 2.108, "molar_mass_g_mol": 156.10, "spin_multiplicity": 1, "orbital_gap_ev": 10.7, "e_lumo_ev": -0.02, "species": ["C", "C", "O", "O", "O", "O", "P", "S", "H", "H", "H", "H", "H"], "positions_angstrom": [[1.1976, 1.2531, -0.5340], [0.5014, -0.0752, -0.5471], [0.3175, -2.2768, 1.2424], [-1.1094, 0.2017, 1.6149], [-2.1234, 0.8148, -0.5586], [-1.7147, -1.5342, -0.0089], [-1.1014, -2.0365, 1.4936], [-1.2164, 0.0084, 0.1552], [0.3709, 1.9547, -0.3002], [1.7928, 1.2261, 0.3837], [1.6916, 1.6220, -1.4775], [0.9447, -0.7112, 0.0784], [0.4487, -0.4469, -1.5420]], "mulliken_charge": [-0.925, -0.520, -0.492, -0.522, -0.551, -0.258, 0.366, 1.170, 0.212, 0.323, 0.305, 0.447, 0.444]}

---

Record 5
{"formula": "C6H46NO17", "method": "the ωB97M-V functional and the def2-TZVPD basis", "total_energy_ev": -43254.0980, "homo_ev": -12.730, "relative_energy_ev": 0.000, "molar_mass_g_mol": 404.42, "spin_multiplicity": 1, "orbital_gap_ev": 9.8, "total_charge": 1, "e_lumo_ev": -2.89, "species": ["C", "O", "C", "C", "N", "H", "H", "C", "C", "O", "C", "H", "H", "H", "H", "H", "H", "H", "H", "H", "H", "H", "H", "H", "H", "O", "H", "H", "O", "H", "H", "O", "H", "H", "O", "H", "H", "O", "H", "H", "O", "H", "H", "O", "H", "H", "O", "H", "H", "O", "H", "H", "O", "H", "H", "O", "H", "H", "O", "H", "H", "O", "H", "H", "O", "H", "H", "O", "H", "H"], "positions_angstrom": [[-2.7493, 0.5476, 3.3959], [-1.8488, -0.1173, 2.4616], [-2.0204, 0.2711, 1.1044], [-1.1971, -0.6995, 0.2484], [-1.3744, -0.3508, -1.2005], [-2.3363, -0.0760, -1.2652], [-0.6675, 0.4830, -1.2721], [-0.9007, -1.4807, -2.1470], [0.5065, -2.0296, -1.8079], [1.0479, -2.4773, -3.0868], [2.0871, -1.8572, -3.6845], [-2.8264, 1.6675, 3.4445], [-2.3202, 0.2806, 4.5242], [-3.7919, 0.3715, 3.0473], [-1.5272, 1.1522, 0.9838], [-3.0598, 0.2555, 0.8323], [-1.5866, -1.6032, 0.2058], [-0.1639, -0.6741, 0.3799], [-0.9067, -1.0942, -3.1119], [-1.5414, -2.2148, -2.1476], [0.2758, -2.7435, -1.0951], [1.1714, -1.3177, -1.5502], [2.9030, -1.8728, -3.0385], [1.9334, -0.6967, -3.9023], [2.4846, -2.3540, -4.5981], [1.2614, -0.6573, -6.7580], [0.9704, -1.5282, -7.3383], [0.4613, -0.2593, -6.4186], [3.7144, 1.0401, -4.3092], [2.9871, 1.5732, -4.7068], [4.0386, 0.6792, -5.2495], [-2.2037, 1.6015, -3.3485], [-2.9898, 1.0666, -3.7223], [-2.4257, 2.4933, -3.5609], [0.4303, 1.8001, -1.0769], [0.4899, 2.3229, -0.3451], [1.1798, 1.8645, -1.5922], [1.9737, 1.6869, 2.0395], [1.8089, 0.8735, 1.6156], [1.5098, 1.6312, 2.8162], [-1.3982, -2.4339, 3.5992], [-0.5170, -2.6014, 3.6542], [-1.6844, -1.5016, 3.1575], [-0.1769, -0.3152, 6.4012], [0.2340, -0.8293, 5.6795], [-0.2284, -1.1216, 7.0095], [-3.0514, 3.4143, 5.7956], [-3.0631, 3.6305, 6.6940], [-3.8360, 3.4497, 5.2663], [4.5741, -0.8661, -1.0400], [5.4008, -0.9075, -1.4387], [4.6443, -1.0596, -0.0407], [2.0877, -1.3813, 1.6747], [3.0417, -1.3856, 1.5446], [1.6974, -2.0943, 1.3235], [1.6515, -5.2114, -3.2055], [1.4828, -4.3543, -3.3301], [1.3200, -5.2479, -2.3753], [-4.1916, 0.2182, -1.4812], [-4.5169, 0.6251, -2.2955], [-4.9421, -0.4178, -1.2649], [3.0795, 1.4295, -1.7142], [3.6366, 0.7244, -1.4429], [3.0737, 1.5885, -2.6778], [-0.9441, 4.4932, 3.8634], [-1.3533, 4.8247, 3.0032], [-1.6407, 4.0418, 4.1905], [0.6379, 1.8324, 4.6195], [0.0858, 2.5967, 4.7727], [0.0992, 1.3020, 5.2920]], "mulliken_charge": [-0.713, -0.245, -0.716, -1.271, -0.059, 0.409, 0.489, -1.176, -0.342, -0.543, -0.615, 0.219, 0.219, 0.395, 0.434, 0.522, 0.887, 0.286, 0.626, 0.621, 0.407, 0.385, 0.441, 0.178, 0.320, -0.638, 0.338, 0.297, -0.746, 0.301, 0.324, -0.563, 0.266, 0.283, -0.593, 0.193, 0.300, -0.609, 0.222, 0.407, -0.683, 0.237, 0.538, -0.708, 0.265, 0.328, -0.576, 0.265, 0.310, -0.568, 0.271, 0.246, -0.513, 0.238, 0.269, -0.625, 0.418, 0.262, -0.611, 0.249, 0.315, -0.609, 0.283, 0.423, -0.585, 0.310, 0.283, -0.615, 0.336, 0.307]}

---

Record 6
{"formula": "C19H15AgAsCl", "method": "the ωB97M-V functional and the def2-TZVPD basis", "total_energy_ev": -97304.4342, "homo_ev": -7.432, "molar_mass_g_mol": 461.57, "spin_multiplicity": 1, "orbital_gap_ev": 7.4, "e_lumo_ev": -0.06, "species": ["Ag", "C", "C", "C", "C", "C", "C", "As", "C", "C", "C", "C", "C", "C", "C", "C", "C", "C", "C", "C", "H", "H", "H", "H", "H", "H", "H", "H", "H", "H", "H", "H", "H", "Cl", "C", "H", "H"], "positions_angstrom": [[2.1265, 1.5430, -2.3503], [1.2917, -0.7046, 4.5090], [1.6826, 0.5348, 4.1019], [1.7134, 0.8286, 2.7427], [1.3360, -0.0534, 1.7812], [0.8988, -1.3323, 2.1675], [0.7951, -1.6205, 3.5352], [1.2470, 0.5149, -0.1163], [0.3657, -1.0680, -0.8356], [1.0629, -2.2180, -1.1661], [0.3391, -3.2806, -1.6269], [-1.0590, -3.1364, -1.8627], [-1.7645, -2.0511, -1.5041], [-1.0163, -1.0019, -0.8963], [-1.6031, 0.2619, -0.4317], [-2.9258, 0.6689, -0.5677], [-3.3034, 1.9509, -0.2174], [-2.4164, 2.8366, 0.4019], [-1.0917, 2.5087, 0.5299], [-0.6468, 1.2264, 0.1005], [1.3137, -0.9809, 5.5719], [1.8367, 1.3510, 4.7622], [1.8639, 1.8327, 2.4395], [0.6912, -2.0382, 1.3715], [0.4586, -2.6219, 3.7958], [2.1248, -2.2019, -1.2404], [0.8725, -4.2133, -1.9745], [-1.5745, -3.9318, -2.3849], [-2.8224, -1.9053, -1.6845], [-3.6721, 0.0524, -1.0632], [-4.2927, 2.2834, -0.5081], [-2.8263, 3.8229, 0.6292], [-0.4541, 3.3141, 0.8205], [1.3549, 3.3299, -4.7914], [2.4534, 2.0084, -4.4177], [3.4615, 2.3448, -4.5603], [2.1789, 1.1460, -5.0601]], "mulliken_charge": [-0.268, -0.397, -0.605, -0.182, 0.400, -0.148, -0.600, 0.477, -0.129, -0.490, -0.675, -0.442, -0.943, 1.411, 0.212, -0.708, -0.593, -0.521, -0.606, 0.413, 0.351, 0.376, 0.342, 0.313, 0.356, 0.434, 0.316, 0.390, 0.346, 0.300, 0.378, 0.341, 0.430, -0.240, -0.585, 0.274, 0.269]}